[1]
C19H30AsNO4S8SbTc as an isolated structure. Source: the Open Molecules 2025 dataset; level of theory: ωB97M-V with the def2-TZVPD basis set.

Properties
Total energy   -186126.905 eV
Largest force on an atom   0.0353 Eh/bohr
Highest occupied orbital energy (alpha / beta)   -7.90 / -7.90 eV
Orbital gap (alpha / beta)   4.3 / 4.3 eV
LUMO level (alpha / beta)   -3.61 / -3.64 eV

Cartesian coordinates (Å):
Tc 2.23978 -0.83417 2.10255
S 2.79171 0.98912 3.31958
S 1.19003 1.87323 4.23435
S -0.15965 0.35137 4.35934
S -0.05916 -0.31129 2.42668
O 0.26255 -7.40131 0.04028
C -0.01947 -6.32054 -0.50916
O -0.81321 -5.99891 -1.42615
C 0.73109 -5.10401 0.05428
C 1.17506 -4.09200 -0.79098
C 1.69239 -2.92949 -0.27149
N 1.78406 -2.72111 1.05615
C 1.46356 -3.75069 1.87257
C 0.95647 -4.93729 1.42618
C 1.76025 -3.46983 3.29113
O 1.66868 -4.23853 4.18999
O 2.18692 -2.17856 3.45760
H 1.06385 -4.20271 -1.86267
H 2.01832 -2.13194 -0.91369
H 0.72288 -5.72596 2.13073
S 4.32461 -1.38924 -2.15147
As 4.31294 0.00796 -0.66959
S 4.47273 -0.67131 1.45139
S 1.78520 0.16797 0.10641
S 4.86348 1.95390 -0.93051
C -2.93276 0.78470 1.62346
C -2.20713 1.97192 1.02240
C -1.58917 2.88663 2.06680
C -3.11472 2.73063 0.05912
Sb -0.47157 1.20622 -0.19595
C -1.24992 -0.33362 -1.56740
C -2.54580 0.18023 -2.19177
C -0.22235 -0.63243 -2.65184
C -1.51029 -1.54291 -0.67208
C 0.55500 2.90567 -1.17018
C 1.51533 3.44836 -0.11627
C -0.45567 3.96712 -1.59042
C 1.29337 2.37380 -2.39290
H -3.65895 1.17212 2.35101
H -2.27853 0.10197 2.16092
H -3.48628 0.22165 0.87060
H -2.38779 3.24785 2.72946
H -1.11288 3.75922 1.61438
H -0.85412 2.36840 2.68767
H -3.96569 3.09431 0.65151
H -3.52074 2.10474 -0.73199
H -2.64252 3.59608 -0.38686
H -2.41552 1.13347 -2.71442
H -3.34257 0.28369 -1.45482
H -2.88343 -0.55544 -2.93232
H -0.18496 0.15298 -3.40668
H -0.52517 -1.56267 -3.14905
H 0.78416 -0.78597 -2.26772
H -2.22842 -1.32515 0.12170
H -0.59713 -1.91399 -0.21320
H -1.91711 -2.36019 -1.28094
H 1.00066 3.76694 0.79402
H 2.02840 4.32284 -0.53793
H 2.28686 2.72478 0.15056
H -0.89124 4.48006 -0.73287
H -1.25724 3.56831 -2.21867
H 0.07541 4.72331 -2.18396
H 1.90824 1.50153 -2.18743
H 1.97836 3.15788 -2.74073
H 0.60882 2.14028 -3.20872

[2]
C19H30AuFN3OP as an isolated structure. Source: the Open Molecules 2025 dataset; level of theory: ωB97M-V with the def2-TZVPD basis set.

Properties
Relative energy (zero: lowest compared OMol25 entry of this formula, charge and spin)   0.0 kcal per mole
Total energy   -42408.102 eV
Largest force on an atom   0.0178 Eh/bohr
Highest occupied orbital energy   -7.43 eV
Orbital gap   8.0 eV
LUMO level   0.57 eV

Cartesian coordinates (Å):
Au -2.04535 1.28084 -0.16578
F -8.22745 -0.86164 1.64040
C -6.99183 -0.30594 1.61856
C -5.89295 -1.12718 1.46095
C -4.63413 -0.55039 1.43747
C -4.45410 0.82733 1.57721
C -3.08351 1.42977 1.59093
C -5.59290 1.61412 1.73101
C -6.86669 1.05909 1.75006
H -6.03310 -2.19394 1.34848
H -3.76458 -1.18155 1.29095
H -2.44711 0.90829 2.31135
H -3.12554 2.48137 1.87684
H -5.48402 2.68733 1.83376
H -7.75124 1.67077 1.86630
O -0.18510 0.78375 -1.51270
P 1.11462 0.30760 -0.95878
N 0.96736 -1.19403 -0.25194
C -0.36033 -1.79763 -0.04950
C -0.06523 -3.18939 0.54347
C 1.46461 -3.34882 0.47753
C 1.90813 -2.28067 -0.51585
N 1.75105 1.30859 0.18791
C 2.53115 0.81502 1.33391
C 2.39868 1.91599 2.39385
C 1.10625 2.63616 2.01397
C 1.15687 2.62065 0.49352
N 2.25856 0.18145 -2.12919
C 1.92784 -0.26219 -3.49018
C 3.22355 -0.01793 -4.25998
C 4.30007 -0.25166 -3.20131
C 3.69871 0.38494 -1.95030
H -0.89633 -1.88221 -0.99955
H -0.96487 -1.17212 0.60657
H -0.56883 -3.96140 -0.03743
H -0.42454 -3.27056 1.56812
H 1.77596 -4.34818 0.17582
H 1.90773 -3.13865 1.45189
H 1.82589 -2.64870 -1.54764
H 2.93872 -1.96217 -0.35356
H 3.57824 0.64609 1.06786
H 2.11569 -0.13197 1.68531
H 3.24069 2.60783 2.32570
H 2.38525 1.50417 3.40196
H 1.04727 3.64527 2.41999
H 0.23307 2.07467 2.35559
H 1.79367 3.42990 0.11930
H 0.17804 2.71290 0.02835
H 1.08386 0.30490 -3.88004
H 1.65801 -1.32492 -3.51234
H 3.25925 1.01533 -4.61090
H 3.32105 -0.67410 -5.12339
H 5.26590 0.17996 -3.45964
H 4.43732 -1.32418 -3.04323
H 3.93641 1.45170 -1.89470
H 4.07026 -0.08373 -1.03694

[3]
C19H30B2F9GeN5ORe as an isolated structure. Source: the Open Molecules 2025 dataset; level of theory: ωB97M-V with the def2-TZVPD basis set.

Properties
Total energy   -114127.006 eV
Largest force on an atom   0.0103 Eh/bohr
Total charge   +2
Spin multiplicity   2
Highest occupied orbital energy (alpha / beta)   -15.46 / -15.54 eV
Orbital gap (alpha / beta)   5.9 / 6.4 eV
LUMO level (alpha / beta)   -9.52 / -9.15 eV

Cartesian coordinates (Å):
Re 2.12699 0.40694 -1.03142
B 4.34632 2.76006 -1.61372
N 4.52521 1.44748 -2.42842
C 5.50150 1.08515 -3.23626
C 5.34997 -0.27134 -3.58104
C 4.22589 -0.67696 -2.92480
N 3.71260 0.37332 -2.20680
N 2.82745 3.14806 -1.74867
C 2.30810 4.33314 -1.93052
C 0.89669 4.27774 -1.77493
C 0.62618 2.98540 -1.48448
N 1.80911 2.25815 -1.45669
H 4.57805 2.54867 -0.45453
H 4.99860 3.62696 -2.10446
H 6.25625 1.79650 -3.53186
H 5.97663 -0.84814 -4.23810
H 3.72204 -1.63046 -2.93208
H 2.94504 5.17347 -2.16115
H 0.20065 5.09056 -1.88881
H -0.31646 2.48652 -1.33855
C -3.81444 -4.26956 -0.02615
C -3.81175 -3.13701 -1.04455
C -3.32945 -1.80722 -0.45987
C -1.85377 -1.87970 -0.01076
Ge -1.34753 -0.03660 0.22593
C -2.35380 1.16838 1.35403
C -2.80660 0.72178 2.74462
C -3.91565 1.62267 3.28358
C -4.29568 1.27116 4.71533
H -4.22620 -5.17815 -0.46229
H -4.42469 -4.01518 0.84292
H -2.80855 -4.50986 0.32369
H -4.81856 -2.99059 -1.43864
H -3.17883 -3.39626 -1.89784
H -3.95602 -1.53395 0.39488
H -3.46753 -1.02426 -1.21710
H -1.24092 -2.31794 -0.80218
H -1.73422 -2.47097 0.89277
H -1.01999 0.63444 -1.11086
H -3.23945 1.31012 0.71533
H -1.85172 2.13860 1.38206
H -1.96547 0.73948 3.43978
H -3.16651 -0.31139 2.71244
H -4.79179 1.53581 2.63437
H -3.59155 2.66621 3.22667
H -4.68093 0.25240 4.78168
H -5.06660 1.94097 5.09226
H -3.43432 1.34868 5.38127
F 2.60614 -1.50599 0.03779
C 2.08322 -1.70819 1.35527
F 3.09398 -2.10980 2.06607
F 1.17443 -2.63723 1.22981
C 1.44281 -0.34958 1.77001
O 0.71376 0.10564 0.67302
C 2.52258 0.72739 2.03633
F 3.38125 0.45046 2.96398
F 2.02307 1.92160 2.17062
F 3.27813 0.79192 0.80016
C 0.61043 -0.56699 3.07995
F 1.23637 -1.42664 3.86564
F 0.45045 0.57736 3.72569
F -0.58468 -1.05443 2.76432
B -0.35893 -2.37664 -3.63079
C 0.44256 -1.33459 -2.89978
N 1.07793 -0.54073 -2.29963
H 0.27997 -2.68846 -4.60283
H -0.48191 -3.27361 -2.82245
H -1.41584 -1.84470 -3.88926

[4]
C19H30BBrFNO12PS2 as an isolated structure. Source: the Open Molecules 2025 dataset; level of theory: ωB97M-V with the def2-TZVPD basis set.

Properties
Total energy   -150651.963 eV
Largest force on an atom   0.0067 Eh/bohr
Total charge   -1
Highest occupied orbital energy   -7.09 eV
Orbital gap   8.7 eV
LUMO level   1.60 eV

Cartesian coordinates (Å):
C -0.34202 3.30254 1.25441
C -0.66072 1.88111 0.77442
C 0.29574 1.47182 -0.34754
C 0.14689 0.04775 -0.90414
C 1.37624 -0.80603 -0.56814
C 2.75438 -0.25905 -0.96964
C 3.79207 -0.50864 0.11972
C 5.19644 -0.17640 -0.34778
O 5.28220 1.18300 -0.73562
C 5.59757 1.42768 -2.08648
O -1.02536 -0.54159 -0.21670
S -1.47714 -2.03777 -0.36594
O -0.63948 -2.86278 0.44530
O -2.88950 -2.01541 -0.14831
C -1.22054 -2.46312 -2.12170
C -0.50767 -3.83336 -2.19627
C -1.27413 -5.06330 -1.68357
C -2.01369 -5.88404 -2.74059
F -3.39189 -5.89922 -2.47040
P -2.88910 -2.63848 -2.93433
N -2.84381 -3.07060 -4.43525
C -0.41210 -1.42215 -2.94023
C -0.29932 0.00091 -2.38573
S -1.82110 0.97848 -2.66494
Br 0.98697 0.90860 -3.54387
H 0.12179 3.29965 2.23959
H -1.24921 3.89791 1.31731
H 0.33797 3.81490 0.56743
H -1.68645 1.84159 0.41524
H -0.57995 1.18268 1.60693
H 1.31472 1.58321 0.02909
H 0.17157 2.18260 -1.16628
H 1.33796 -0.94151 0.51514
H 1.27267 -1.80191 -0.99118
H 3.08664 -0.75183 -1.88897
H 2.72236 0.80514 -1.19832
H 3.56215 0.10282 0.99658
H 3.76432 -1.56167 0.41843
H 5.47772 -0.82826 -1.18483
H 5.91515 -0.34933 0.45917
H 5.16282 0.66905 -2.74588
H 6.68197 1.45506 -2.24669
H 5.17933 2.39752 -2.35706
H 0.41447 -3.75016 -1.62292
H -0.21312 -3.97984 -3.23982
H -0.54887 -5.70108 -1.17785
H -1.99805 -4.78441 -0.91551
H -1.89280 -5.46832 -3.74302
H -1.68634 -6.92522 -2.73464
H -3.49891 -1.40137 -2.69525
H -3.60596 -3.49750 -2.09746
H -1.92727 -3.20798 -4.83991
H -0.86915 -1.33564 -3.92696
H 0.59098 -1.82038 -3.10098
H -2.51700 0.47176 -1.63725
B -2.04727 4.05181 5.47993
O -1.81754 3.26590 6.70416
C -0.79273 3.76338 7.37821
O -0.35135 3.35479 8.41227
C -0.26040 4.98208 6.57734
O 0.66341 5.67714 6.88501
O -1.01553 5.10381 5.49691
O -1.94553 3.21525 4.26702
C -3.07551 3.26796 3.58311
O -3.30295 2.70998 2.54783
C -4.04651 4.19661 4.35891
O -5.16252 4.47557 4.03072
O -3.40806 4.61832 5.43779